Record 1
DFT (wB97M-V/def2-TZVPD) results for C4H14OSi2 as an isolated structure in a non-equilibrium geometry.

Each line ends with the Mulliken charge.
Atoms and positions in Å:
H: -1.34 1.35 0.17  -0.140
H: 1.10 2.29 0.53  0.314
H: 2.69 0.60 -0.70  0.210
H: 1.38 -1.86 0.95  0.292
Si: -3.51 -0.46 0.21  0.514
H: 0.44 0.87 1.74  0.259
H: 2.95 -0.91 1.58  0.313
H: 2.25 1.38 1.73  0.351
H: -4.44 0.56 -0.26  -0.119
C: 2.31 -1.22 0.63  -1.127
C: 0.61 -0.22 -1.24  -0.668
H: -4.30 -1.71 0.37  -0.153
C: 1.31 1.24 1.01  -1.243
H: -1.37 1.37 -2.29  -0.141
H: -2.91 -0.19 1.51  -0.118
H: 1.05 0.04 -2.30  0.301
Si: -1.10 0.60 -1.05  0.488
O: -2.30 -0.72 -1.05  -0.359
H: 0.46 -1.40 -1.22  0.338
C: 1.74 0.16 -0.13  0.396
H: 2.96 -1.77 -0.20  0.290

## Properties
ΔE to the lowest compared entry with this formula, charge and spin: 259.5 kJ/mol
HOMO-LUMO gap: 0.41236 Eh
total charge: 0

=====

Record 2
DFT (wB97M-V/def2-TZVPD) results for C4H15AgBrNO3 as an isolated structure in a non-equilibrium geometry.

Each line ends with the Mulliken charge.
Atoms and positions in Å:
H: 0.51 1.54 -0.77  0.277
Br: -0.69 3.38 1.25  0.053
H: 0.08 1.26 2.51  0.295
H: 2.14 5.20 0.11  0.311
H: 1.22 0.08 -0.01  0.407
H: 0.01 0.37 3.73  0.317
C: 0.71 -3.58 -1.79  -0.551
H: 0.16 -2.24 0.35  0.492
O: 1.71 5.74 0.77  -0.537
C: 0.53 0.45 -0.76  -1.335
H: -1.37 -2.50 -0.43  0.526
Ag: -2.80 1.93 0.12  0.610
H: -2.16 -0.75 0.63  0.314
H: -1.41 -0.22 -1.48  0.375
O: 0.30 0.38 2.82  -0.607
H: 1.07 0.22 -1.68  0.408
H: -0.88 -0.09 1.34  0.208
C: -0.44 -1.93 -0.51  -0.682
H: 1.28 -3.76 -2.70  0.302
H: 0.90 5.27 0.97  0.247
O: 0.28 -2.21 -1.69  0.035
C: -0.79 -0.42 -0.61  0.279
N: -1.50 0.01 0.55  -0.478
H: 1.36 -3.96 -1.00  0.357
H: -0.22 -4.15 -1.72  0.377

## Properties
HOMO-LUMO gap (alpha / beta): 0.29441 / 0.12519 Eh
multiplicity: 3
total charge: +2

=====

Record 3
DFT (wB97M-V/def2-TZVPD) results for C4H15Br3NOPSSi2 as an isolated structure in a non-equilibrium geometry.

Each line ends with the Mulliken charge.
Atoms and positions in Å:
H: 3.75 1.44 0.30  0.212
H: -2.07 -1.46 1.39  0.105
S: -2.46 -1.14 -1.35  -0.370
H: 0.58 -0.17 -0.58  -0.065
Br: 2.33 -1.94 -2.44  -0.136
H: 0.66 -2.53 -0.08  0.102
C: 2.16 -3.53 -1.32  -0.551
H: 3.16 -3.96 -1.22  0.384
C: 1.52 -3.19 0.01  -0.369
O: -1.80 2.86 0.32  -0.215
N: 2.84 0.92 0.30  -0.440
H: 1.39 2.24 1.24  0.146
Br: -4.78 2.02 -1.05  -0.193
H: -3.91 2.45 1.95  -0.076
C: 0.37 0.99 -0.44  -0.124
H: 2.85 0.13 -0.40  0.128
Si: -1.15 1.29 0.77  0.412
H: 1.53 -4.21 -1.89  0.343
H: -3.87 4.44 0.56  -0.143
H: 1.81 2.77 -0.53  0.229
H: 1.22 -4.10 0.53  0.365
C: 1.64 1.83 0.15  -0.307
H: 0.06 1.50 -1.47  0.266
H: -0.67 1.23 2.16  -0.091
Br: 2.79 -2.32 1.20  -0.111
H: -3.89 -0.16 0.78  0.134
P: -2.51 -0.40 0.47  -0.062
Si: -3.52 3.00 0.64  0.427

## Properties
HOMO-LUMO gap: 0.31513 Eh
total charge: 0

=====

Record 4
DFT (wB97M-V/def2-TZVPD) results for C4H15InO5 as an isolated structure in a non-equilibrium geometry.

Each line ends with the Mulliken charge.
Atoms and positions in Å:
H: -13.17 21.08 -4.21  0.298
C: -13.50 19.43 -5.68  -0.146
H: -13.88 22.34 -14.88  0.296
O: -14.64 20.72 -11.77  -0.616
O: -10.13 24.02 -6.28  -0.597
In: -10.31 22.45 -10.76  0.973
C: -12.85 20.06 -4.42  -1.077
H: -12.68 21.69 -17.13  0.226
H: -14.37 21.18 -16.72  0.365
H: -10.72 23.77 -5.54  0.277
H: -13.87 20.30 -7.43  0.303
H: -14.09 21.98 -18.23  0.315
H: -9.89 21.68 -15.62  0.293
H: -14.56 19.40 -5.42  0.258
H: -13.11 18.41 -5.73  0.225
H: -11.76 20.00 -4.43  0.287
O: -9.03 21.60 -15.16  -0.608
C: -14.04 23.28 -16.60  -0.147
O: -13.69 23.21 -15.23  -0.501
C: -13.74 21.93 -17.20  -1.036
H: -13.42 24.13 -16.90  0.262
H: -13.16 19.43 -3.59  0.350
H: -15.34 21.39 -11.87  0.277
H: -15.10 23.44 -16.75  0.219
O: -13.19 20.26 -6.76  -0.496

## Properties
ΔE to the lowest compared entry with this formula, charge and spin: 827.2 kJ/mol
HOMO-LUMO gap: 0.06189 Eh
total charge: 0

=====

Record 5
DFT (wB97M-V/def2-TZVPD) results for a 2-piece molecular cluster, C4H15N2O overall in a non-equilibrium geometry.

Each line ends with the Mulliken charge.
Atoms and positions in Å:
H: 0.73 1.81 2.15  1.314
H: -0.85 -3.41 -1.27  0.285
C: 0.86 1.38 0.05  -1.884
N: 0.66 0.98 1.45  -0.869
H: -0.33 0.68 1.50  0.254
C: 1.52 -0.13 1.91  -1.868
H: 1.66 0.01 2.98  1.211
C: 0.24 0.36 -0.91  -0.271
H: 0.82 -0.56 -0.91  0.372
H: 2.48 -0.10 1.43  0.201
H: 0.34 0.80 -1.91  0.376
H: 0.34 2.34 -0.06  0.611
H: -1.18 -0.99 -0.65  0.237
O: -0.02 -3.02 -0.99  -0.622
N: -1.09 0.00 -0.48  -0.263
H: -1.97 0.87 -2.22  0.345
H: 1.93 1.51 -0.09  0.454
H: 0.55 -3.77 -0.79  0.303
H: -3.08 0.03 -1.10  0.378
C: -2.20 0.68 -1.17  -1.100
H: -2.43 1.61 -0.67  0.309
H: 1.02 -1.08 1.74  0.225

## Properties
ΔE to the lowest compared entry with this formula, charge and spin: 178.2 kJ/mol
HOMO-LUMO gap (alpha / beta): 0.11202 / 0.35886 Eh
multiplicity: 2
total charge: 0

=====

Record 6
DFT (wB97M-V/def2-TZVPD) results for a 2-piece molecular cluster, C4H15N2O overall in a non-equilibrium geometry.

Each line ends with the Mulliken charge.
Atoms and positions in Å:
H: 2.87 1.39 -1.74  0.242
N: -0.16 1.06 -0.03  -1.411
H: -3.42 0.15 0.77  0.306
C: -0.64 -1.58 1.79  -1.152
O: -2.96 0.87 0.32  -1.005
H: -0.73 -2.66 1.97  0.343
H: -1.13 0.97 0.31  -0.131
H: 1.65 0.89 -2.66  0.459
C: 0.77 -0.09 0.20  -0.166
H: 0.67 -2.22 0.12  0.494
H: -0.80 -1.50 -0.36  0.214
C: 1.78 -0.19 -0.94  -0.474
N: 1.92 1.06 -1.70  -0.669
H: 2.70 -0.61 -0.56  0.384
H: -0.24 1.35 -1.03  1.187
H: 1.18 0.11 1.20  -0.033
H: 0.05 -1.23 2.52  0.393
H: 0.19 1.93 0.44  0.843
H: -1.59 -1.05 1.83  0.281
H: -3.13 0.79 -0.63  0.511
C: -0.01 -1.40 0.39  -1.035
H: 1.39 -0.95 -1.59  0.417

## Properties
ΔE to the lowest compared entry with this formula, charge and spin: 139.1 kJ/mol
HOMO-LUMO gap (alpha / beta): 0.13503 / 0.39744 Eh
multiplicity: 2
total charge: 0

=====

Record 7
DFT (wB97M-V/def2-TZVPD) results for a 4-piece molecular cluster, C4H15N2O overall in a non-equilibrium geometry.

Each line ends with the Mulliken charge.
Atoms and positions in Å:
H: -1.22 -0.84 -0.34  -0.091
H: 3.24 -1.13 0.38  0.401
H: -1.50 1.50 0.87  0.441
H: -1.78 -0.50 0.83  0.593
C: 1.46 0.00 0.44  0.405
H: 2.83 -0.89 2.02  0.381
H: -2.39 0.57 -0.97  0.051
O: -1.50 -1.77 -1.26  -0.565
H: -1.91 1.35 -2.51  0.206
H: 1.58 1.66 -0.71  0.269
C: 0.15 0.25 1.47  -0.724
H: 0.28 -0.67 2.16  0.327
H: -3.57 1.04 -2.31  0.225
H: 1.94 -2.09 1.05  0.403
C: -1.11 0.36 0.72  -0.624
N: -2.67 1.09 -1.90  -0.469
N: 2.08 1.21 0.04  -0.502
C: 2.40 -1.10 1.05  -1.516
H: 1.03 -0.43 -0.53  0.348
H: 2.16 1.84 0.82  0.286
H: -2.32 -1.21 -1.35  0.518
H: 0.67 0.98 2.10  0.636

## Properties
ΔE to the lowest compared entry with this formula, charge and spin: 855.1 kJ/mol
HOMO-LUMO gap: 0.17972 Eh
total charge: +1

=====

Record 8
DFT (wB97M-V/def2-TZVPD) results for a 2-piece molecular cluster, C4H15N2O overall in a non-equilibrium geometry.

Each line ends with the Mulliken charge.
Atoms and positions in Å:
H: 1.22 1.42 -0.82  0.288
H: 2.07 0.76 -2.94  0.284
H: -0.47 -0.21 -1.33  0.381
C: -0.76 0.04 -0.30  -0.800
C: 0.42 0.08 0.64  0.171
H: -1.63 -2.50 -1.12  0.366
H: -0.52 -0.55 2.51  0.344
H: 0.95 0.31 2.69  0.462
N: 1.30 1.26 0.22  -0.219
C: -1.42 -2.30 -0.07  -0.874
N: -1.77 -0.89 0.18  -0.332
H: -1.18 1.05 -0.28  0.454
H: -0.37 -2.52 0.09  0.280
H: 1.11 -0.77 0.57  0.219
H: -0.58 1.18 2.26  0.389
H: 2.29 1.22 0.43  0.374
H: -2.61 -0.61 -0.28  0.265
H: 1.01 2.12 0.70  0.410
C: 0.03 0.29 2.09  -1.428
O: 1.61 1.47 -2.53  -0.625
H: 1.35 2.12 -3.21  0.304
H: -2.04 -2.99 0.49  0.290

## Properties
ΔE to the lowest compared entry with this formula, charge and spin: 96.4 kJ/mol
HOMO-LUMO gap: 0.34258 Eh
total charge: +1

=====

Record 9
DFT (wB97M-V/def2-TZVPD) results for a 2-piece molecular cluster, C4H15N2O overall in a non-equilibrium geometry.

Each line ends with the Mulliken charge.
Atoms and positions in Å:
C: 2.59 -1.13 1.04  -0.829
O: 0.00 2.50 -1.99  -0.639
H: -0.35 3.36 -1.78  0.315
C: -0.91 -0.43 -0.44  0.714
C: 0.56 -0.16 -0.05  -1.011
H: -1.43 -0.96 1.57  0.428
H: 2.98 -2.12 0.84  0.267
H: -1.43 -2.37 0.63  0.372
N: -1.60 0.90 -0.41  -0.319
H: -0.93 -0.93 -1.41  0.257
C: -1.65 -1.31 0.55  -1.545
H: 0.66 -1.11 1.73  0.229
H: 2.75 -0.83 2.08  0.315
H: -1.25 1.49 0.34  0.368
H: 0.82 2.81 -2.40  0.297
H: 0.63 0.83 0.46  0.330
H: -2.60 0.82 -0.22  0.351
H: -2.74 -1.26 0.44  0.352
N: 1.10 -1.18 0.83  -0.333
H: -1.42 1.40 -1.29  0.376
H: 3.00 -0.38 0.37  0.307
H: 1.23 0.06 -0.89  0.400

## Properties
ΔE to the lowest compared entry with this formula, charge and spin: 151.5 kJ/mol
HOMO-LUMO gap: 0.33375 Eh
total charge: +1

=====

Record 10
DFT (wB97M-V/def2-TZVPD) results for a 2-piece molecular cluster, C4H15N2O overall in a non-equilibrium geometry.

Each line ends with the Mulliken charge.
Atoms and positions in Å:
C: -0.03 0.33 -1.46  -0.780
H: 0.81 -2.04 -3.61  0.283
H: -0.05 -1.85 -1.34  0.329
C: -0.22 -1.09 -2.08  -0.415
H: 2.46 1.93 1.33  0.350
H: -4.42 -0.57 5.71  0.335
H: 0.51 -0.42 0.88  0.357
H: 1.02 -0.26 -3.69  0.199
H: 2.08 -0.17 -1.37  0.452
C: 1.41 1.54 1.33  -1.178
N: 1.41 0.43 -0.91  -0.203
H: -0.90 0.56 -0.69  0.312
H: -1.20 -1.25 -2.64  0.379
O: -4.15 -0.23 4.81  -0.665
H: 2.22 -0.44 0.95  0.370
C: 1.35 0.16 0.58  -0.464
H: 1.88 1.45 -1.14  0.415
H: 0.99 1.39 2.38  0.344
H: -4.89 -0.55 4.24  0.330
N: 1.01 -1.10 -3.13  -0.622
H: -0.15 0.99 -2.25  0.468
H: 0.76 2.24 0.89  0.404

## Properties
ΔE to the lowest compared entry with this formula, charge and spin: 260.3 kJ/mol
HOMO-LUMO gap: 0.37450 Eh
total charge: +1

=====

Record 11
DFT (wB97M-V/def2-TZVPD) results for a 3-piece molecular cluster, C4H15N2O overall in a non-equilibrium geometry.

Each line ends with the Mulliken charge.
Atoms and positions in Å:
H: 0.19 -1.03 2.12  0.287
H: 3.72 0.09 0.62  0.322
H: -1.91 -1.01 -2.34  0.253
H: -3.68 -1.23 -0.43  0.285
N: -1.86 -0.70 -1.37  -0.368
H: -1.30 -1.38 -0.86  0.194
H: 1.47 -0.99 0.43  0.259
C: -3.07 -0.32 -0.63  -0.248
N: 2.15 -0.86 -0.38  -0.253
C: -2.45 0.33 0.60  -0.644
C: 2.09 1.49 0.30  -1.024
C: 3.00 0.33 -0.16  -0.263
H: -3.11 0.69 1.38  0.398
H: 1.47 1.13 1.12  0.370
H: -1.69 -0.37 1.02  0.145
H: -1.90 1.17 0.18  0.269
H: 2.77 2.34 0.50  0.359
H: 3.47 0.66 -1.10  0.342
H: 1.41 1.77 -0.51  0.265
H: -3.64 0.36 -1.28  0.323
H: 2.81 -1.64 -0.39  0.326
O: 0.08 -0.83 1.17  -0.597

## Properties
ΔE to the lowest compared entry with this formula, charge and spin: 813.8 kJ/mol
HOMO-LUMO gap: 0.14728 Eh
total charge: +1

=====

Record 12
DFT (wB97M-V/def2-TZVPD) results for a 2-piece molecular cluster, C4H15N2O overall in a non-equilibrium geometry.

Each line ends with the Mulliken charge.
Atoms and positions in Å:
H: -0.45 -2.08 1.31  0.344
H: -0.46 0.90 1.41  0.348
C: 0.50 0.22 -1.14  -0.610
H: 0.57 0.10 2.19  0.344
O: 1.50 1.96 2.46  -0.633
C: -0.88 0.31 -1.79  -0.715
C: 0.69 -0.92 -0.13  -0.542
N: -0.41 -0.01 1.87  -0.202
H: -1.59 0.66 -1.04  0.320
H: -0.57 -1.33 -2.95  0.199
H: 0.67 -1.82 -0.77  0.339
N: -1.29 -0.95 -2.34  -0.471
H: 0.74 1.20 -0.71  0.253
H: 1.67 2.66 1.81  0.323
H: -0.83 1.12 -2.48  0.418
H: 2.30 1.90 2.98  0.316
C: -0.46 -1.10 0.84  -0.771
H: -2.16 -0.90 -2.85  0.233
H: 1.23 0.08 -1.94  0.400
H: -1.03 -0.06 2.63  0.307
H: 1.67 -0.94 0.34  0.399
H: -1.40 -1.00 0.30  0.401

## Properties
ΔE to the lowest compared entry with this formula, charge and spin: 76.8 kJ/mol
HOMO-LUMO gap: 0.34978 Eh
total charge: +1